(1)
ORCA calculation (wB97M-V/def2-TZVPD) on C14H16BaF9N5O3Se as an isolated structure.

Max |F|   0.013 Eh/bohr
E_HOMO   -9.0 eV
HOMO-LUMO gap   8.00 eV

Each line ends with the Löwdin charge.
Positions of all 49 atoms, in Å:
Ba1 0.25112 0.83141 0.29891  1.9660
N1 -1.50910 -0.12059 2.34021  -0.0881
C1 -2.49864 -1.06210 1.80026  -0.2713
C2 -1.80270 -2.21555 1.09944  -0.2659
N2 -1.13558 -1.75796 -0.12727  -0.0619
H1 -1.02476 -0.53248 3.13097  0.0834
H2 -1.95924 0.72802 2.66796  0.0759
H3 -3.12151 -0.51595 1.08581  0.1130
H4 -3.17188 -1.46714 2.56359  0.1127
H5 -2.52976 -3.01539 0.92508  0.1138
H6 -1.03212 -2.62308 1.75817  0.1099
H7 -1.80388 -1.68554 -0.88791  0.0670
H8 -0.43516 -2.43689 -0.40514  0.0735
N3 1.89990 3.06968 1.31235  -0.0596
C3 1.01793 4.25604 1.19843  -0.1795
C4 -0.25094 3.84365 0.44811  -0.7887
O1 -0.47063 4.32728 -0.66461  -0.0423
O2 -0.94849 2.93009 1.01750  -0.3607
H9 2.26414 2.96683 2.25029  0.0715
H10 2.70591 3.17366 0.70778  0.0790
H11 1.49778 5.07510 0.66562  0.1129
H12 0.74189 4.60605 2.19347  0.1179
Se1 -2.76921 2.44543 -1.52066  1.2292
N4 -1.53176 1.25722 -1.93119  -0.3475
C5 -1.95369 0.59857 -3.00774  -0.4005
C6 -1.23916 -0.45276 -3.65768  -0.0384
C7 -1.79655 -1.04010 -4.74606  -0.0742
C8 -3.07156 -0.63032 -5.25391  -0.0776
C9 -3.78032 0.36432 -4.66597  -0.0208
C10 -3.23543 1.00574 -3.51308  -0.3903
N5 -3.82924 1.98196 -2.83232  -0.2329
H13 -0.26801 -0.75455 -3.28598  0.1106
H14 -1.26583 -1.83432 -5.25500  0.1055
H15 -3.46618 -1.12959 -6.12890  0.1037
H16 -4.74243 0.68692 -5.03938  0.1150
F1 4.01244 -2.43401 -0.22605  0.1617
C11 4.22354 -1.45421 0.66789  -0.5480
F2 5.33864 -1.76117 1.34870  0.1631
F3 4.46696 -0.33678 -0.02398  0.1591
C12 2.97416 -1.27171 1.58437  -0.3656
O3 1.99521 -0.63745 0.93477  -0.4750
C13 2.47521 -2.67675 2.04596  -0.5431
F4 3.45800 -3.50889 2.41037  0.1689
F5 1.77842 -3.27604 1.06906  0.1478
F6 1.63656 -2.55596 3.09280  0.1492
C14 3.38797 -0.44977 2.84586  -0.5437
F7 4.08730 -1.15552 3.74490  0.1668
F8 2.30006 0.02951 3.46978  0.1429
F9 4.13064 0.61506 2.49444  0.1555


(2)
ORCA calculation (wB97M-V/def2-TZVPD) on C36H30N3O4SZr as an isolated structure.

Max |F|   0.042 Eh/bohr
E_HOMO   -2.8 eV
Charge   -1
HOMO-LUMO gap   4.56 eV

Each line ends with the Löwdin charge.
Positions of all 75 atoms, in Å:
Zr1 -0.43366 0.60267 1.02237  1.5594
O1 -4.22048 -0.16845 -0.47403  0.0816
C1 -3.20181 0.32460 -0.01906  -0.5519
O2 -2.14350 -0.30983 0.39421  -0.2118
C2 -3.10156 1.83342 0.15888  -0.1781
C3 -4.08180 2.69758 -0.31073  0.0166
C4 -3.91176 4.05545 -0.08756  -0.0378
C5 -2.78339 4.49801 0.61292  -0.0376
C6 -1.85651 3.56920 1.05151  -0.1045
N1 -2.01165 2.26448 0.81578  -0.0145
H1 -4.93131 2.28497 -0.83030  0.1211
H2 -4.64675 4.76392 -0.44550  0.1060
H3 -2.62136 5.54579 0.81420  0.1032
H4 -0.96608 3.85490 1.60659  0.1237
C7 -3.99509 -3.20996 2.43810  -0.0396
C8 -3.18281 -2.06177 2.95317  -0.2585
C9 -3.75380 -0.79725 3.05625  -0.0124
C10 -2.99850 0.31237 3.40401  -0.2171
C11 -3.65563 1.65772 3.52081  -0.0232
C12 -1.62888 0.14274 3.64738  -0.1271
C13 -1.05814 -1.13447 3.67239  -0.2584
C14 0.32500 -1.34679 4.22060  -0.0628
C15 -1.84979 -2.21972 3.30321  -0.0037
C16 -0.74334 1.34972 3.86646  -0.6190
O3 -0.71502 1.96906 4.91059  0.0870
O4 -0.05096 1.65791 2.80289  -0.2057
H5 -4.26774 -3.02669 1.39995  0.0859
H6 -4.91626 -3.33214 3.00868  0.0785
H7 -3.43443 -4.14025 2.48271  0.0741
H8 -4.80094 -0.66764 2.81227  0.1281
H9 -4.40419 1.79056 2.74136  0.0789
H10 -2.93780 2.47350 3.46200  0.0699
H11 -4.15718 1.74317 4.48642  0.0929
H12 0.75214 -2.28019 3.85548  0.0606
H13 0.26492 -1.38037 5.31156  0.0932
H14 1.00590 -0.53854 3.94898  0.0737
H15 -1.39762 -3.20305 3.26345  0.1216
C17 5.73267 -0.08817 -0.36001  -0.0247
C18 4.38044 0.27717 0.15836  -0.3206
C19 4.02232 1.61105 0.38750  -0.0252
C20 2.73333 1.84985 0.81265  -0.1124
N2 1.87420 0.84923 0.99091  -0.1195
C21 2.29743 -0.40705 0.74798  -0.8099
S1 1.06056 -1.61110 0.94619  0.6247
N3 3.52923 -0.72204 0.36148  0.1304
H16 6.48206 0.65082 -0.07904  0.0788
H17 5.68690 -0.13275 -1.45019  0.0421
H18 6.01640 -1.07060 0.00896  0.0825
H19 4.71866 2.41783 0.21671  0.1051
H20 2.36141 2.85092 1.00587  0.1176
C22 0.04730 1.20779 -0.99359  -0.1618
C23 0.58083 0.45627 -1.82975  -0.2115
C24 1.19488 -0.37910 -2.74059  -0.2040
C25 0.39180 -1.42355 -3.35192  -0.1842
C26 -0.76331 -1.89320 -2.70822  -0.0330
C27 -1.57654 -2.84279 -3.29081  -0.1019
C28 -1.27515 -3.36887 -4.53933  -0.1321
C29 -0.14905 -2.90046 -5.20214  -0.1180
C30 0.66267 -1.94280 -4.62665  -0.0615
C31 2.59867 -0.18467 -3.02865  -0.1867
C32 3.43720 -1.21980 -3.47541  -0.0487
C33 4.77294 -1.00500 -3.74383  -0.1135
C34 5.34813 0.24715 -3.56033  -0.1685
C35 4.54617 1.27306 -3.07461  -0.1336
C36 3.20995 1.06285 -2.81122  -0.0512
H21 -1.01782 -1.49950 -1.72936  0.0838
H22 -2.45640 -3.17715 -2.75823  0.0948
H23 -1.91009 -4.11959 -4.99144  0.0822
H24 0.09251 -3.27291 -6.18962  0.0886
H25 1.50668 -1.56254 -5.18787  0.1031
H26 3.03200 -2.21662 -3.58618  0.1081
H27 5.37980 -1.83380 -4.08559  0.0945
H28 6.39439 0.41529 -3.77831  0.0907
H29 4.96824 2.25563 -2.90603  0.0984
H30 2.60041 1.87447 -2.43567  0.1046


(3)
ORCA calculation (wB97M-V/def2-TZVPD) on an isolated ion of composition C3H6N3O and charge +1.

Max |F|   0.082 Eh/bohr
E_HOMO (spin up / spin down)   -13.7 / -14.5 eV
Charge   +1
HOMO-LUMO gap (spin up / spin down)   7.03 / 7.86 eV

Each line ends with the Löwdin charge.
Positions of all 13 atoms, in Å:
C1 -1.16715 -0.59068 -0.16619  -0.1181
C2 0.18514 -0.72538 0.11359  0.0194
C3 0.65741 1.43788 -0.14767  0.2635
N1 -1.98002 0.34424 0.20821  0.0583
N2 1.12091 0.23412 0.08269  -0.2196
N3 2.46257 -0.09411 -0.10200  0.1566
O1 -3.22325 0.07347 -0.19217  0.0370
H1 -1.66776 -1.42830 -0.36939  0.0969
H2 0.54955 -1.78593 0.07113  0.1686
H3 1.30195 2.28804 0.06494  0.0790
H4 3.13532 0.63964 0.05841  0.1326
H5 2.48555 -1.10102 0.04259  0.1221
H6 -3.86021 0.70803 0.33587  0.2036


Q: Which value of max |F| does entry 1 give?
A: 0.013 Eh/bohr